Entry 1:
{"formula": "C6H10O", "method": "wB97M-V/def2-TZVPD", "de_lowest_kj_mol": 452.6, "max_force_ev_per_a": 0.65, "e_homo_ev": -8.39, "elements": ["C", "C", "C", "C", "C", "C", "O", "H", "H", "H", "H", "H", "H", "H", "H", "H", "H"], "positions_angstrom": [[2.033, 0.637, -1.078], [-0.047, 0.024, 0.327], [0.033, -1.456, 0.428], [-1.490, -1.265, 0.077], [-1.225, 0.227, -0.292], [-1.244, 1.430, 0.648], [0.136, 1.108, 1.116], [2.320, 0.440, -0.040], [2.505, -0.086, -1.738], [2.293, 1.662, -1.322], [0.634, -1.939, -0.346], [0.292, -1.845, 1.411], [-2.085, -1.330, 0.990], [-1.919, -1.908, -0.692], [0.959, 0.552, -1.225], [-1.928, 1.299, 1.485], [-1.267, 2.447, 0.251]], "atomic_forces_ev_per_a": [[0.2, 0.1, -0.2], [-0.2, -0.2, 0.2], [0.1, -0.1, 0.1], [-0.4, -0.4, 0.0], [-0.1, 0.1, 0.2], [-0.4, 0.4, 0.2], [0.0, 0.0, 0.1], [-0.1, 0.0, -0.3], [0.3, 0.1, -0.1], [0.3, 0.0, -0.1], [-0.1, 0.1, 0.1], [-0.2, -0.1, 0.0], [0.0, -0.2, 0.0], [0.0, 0.1, 0.0], [0.5, 0.1, -0.2], [0.0, 0.1, 0.0], [-0.1, -0.1, 0.0]]}


Entry 2:
{"formula": "C2H5O2S", "method": "wB97M-V/def2-TZVPD", "de_lowest_kj_mol": 65.6, "max_force_ev_per_a": 1.57, "total_charge": -1, "e_homo_ev": -2.94, "elements": ["C", "S", "H", "H", "H", "O", "C", "O", "H", "H"], "positions_angstrom": [[-1.139, 2.165, 0.647], [-0.963, 0.827, -0.564], [-0.340, 2.049, 1.378], [-2.088, 2.097, 1.197], [-1.057, 3.101, 0.102], [2.018, -3.291, -0.198], [1.296, -2.442, -0.669], [1.378, -1.160, -0.394], [0.403, -2.667, -1.256], [0.491, -0.678, -0.242]], "atomic_forces_ev_per_a": [[0.0, -0.6, 0.2], [-0.2, -0.6, -0.4], [0.1, 0.4, 0.1], [0.1, 0.2, -0.2], [0.0, 0.3, 0.3], [0.2, 0.1, -0.7], [-0.8, 0.2, 1.3], [0.6, 0.0, 0.6], [-0.1, -0.4, -0.4], [0.0, 0.4, -0.7]]}


Entry 3:
{"formula": "C5H6ClN2S", "method": "wB97M-V/def2-TZVPD", "de_lowest_kj_mol": 184.7, "max_force_ev_per_a": 4.24, "total_charge": 1, "e_homo_ev": [-12.77, -12.77], "elements": ["C", "C", "C", "C", "C", "N", "N", "S", "Cl", "H", "H", "H", "H", "H", "H"], "positions_angstrom": [[-0.957, -0.316, 1.217], [-0.845, -1.699, 1.102], [0.982, 0.172, -0.194], [1.314, 0.727, -1.302], [1.041, -2.802, -0.034], [-0.223, 0.531, 0.520], [0.042, -2.266, 0.303], [2.576, -3.482, -0.027], [2.774, -4.533, -1.737], [-1.666, 0.155, 1.961], [-1.514, -2.367, 1.662], [1.508, -0.596, 0.378], [2.310, 0.540, -1.878], [0.584, 1.266, -1.827], [-0.455, 1.542, 0.480]], "atomic_forces_ev_per_a": [[-0.6, 0.2, 0.4], [-1.9, 0.5, 0.9], [-0.7, -1.2, 2.9], [3.0, -0.3, -3.0], [-1.0, -0.6, -0.2], [0.4, 1.4, -0.7], [3.0, -1.4, 0.3], [-0.9, 0.4, 0.0], [-0.2, 0.2, 0.0], [0.7, -0.9, -1.1], [0.4, 0.4, -0.3], [0.4, 1.0, -0.4], [-2.0, 0.2, 1.4], [-0.7, 1.2, -0.6], [0.1, -1.2, 0.4]]}


Entry 4:
{"formula": "CF5N3", "method": "wB97M-V/def2-TZVPD", "de_lowest_kj_mol": 6.0, "max_force_ev_per_a": 3.15, "e_homo_ev": [-10.41, -11.24], "elements": ["C", "N", "N", "N", "F", "F", "F", "F", "F"], "positions_angstrom": [[0.276, 0.546, 0.228], [1.061, 0.629, 1.209], [-0.685, 1.284, -0.299], [-0.398, -1.524, -0.745], [1.536, -0.501, 1.810], [-0.519, 2.676, -0.113], [-0.897, 1.235, -1.640], [0.830, -2.200, -0.600], [-1.204, -2.144, 0.151]], "atomic_forces_ev_per_a": [[1.7, -2.3, 1.3], [-1.2, 1.4, -1.5], [-1.3, 2.1, 0.2], [1.2, -0.7, 0.7], [-0.2, -0.5, -0.4], [0.1, -0.4, 0.4], [0.6, -0.7, -0.1], [-1.6, 0.7, -0.1], [0.6, 0.3, -0.4]]}


Entry 5:
{"formula": "C23H27ClN2O5S2", "method": "wB97M-V/def2-TZVPD", "max_force_ev_per_a": 1.15, "e_homo_ev": -7.84, "smiles": "CCOC(=O)c1c(NC(=O)C2CCN(S(=O)(=O)c3ccc(Cl)cc3)CC2)sc2c1CCCC2", "elements": ["C", "C", "O", "C", "O", "C", "C", "N", "C", "O", "C", "C", "C", "N", "S", "O", "O", "C", "C", "C", "C", "Cl", "C", "C", "C", "C", "S", "C", "C", "C", "C", "C", "C", "H", "H", "H", "H", "H", "H", "H", "H", "H", "H", "H", "H", "H", "H", "H", "H", "H", "H", "H", "H", "H", "H", "H", "H", "H", "H", "H"], "positions_angstrom": [[2.722, 1.996, -3.230], [2.384, 2.190, -1.758], [2.353, 0.946, -1.063], [1.221, 0.234, -1.137], [0.232, 0.652, -1.734], [1.261, -1.033, -0.440], [0.146, -1.862, -0.428], [-1.034, -1.598, -1.067], [-2.180, -2.230, -0.685], [-2.140, -3.256, -0.040], [-3.500, -1.639, -1.171], [-4.466, -1.515, 0.034], [-4.738, -0.052, 0.407], [-3.555, 0.776, 0.307], [-2.463, 0.532, 1.556], [-1.704, -0.681, 1.426], [-3.198, 0.724, 2.769], [-1.321, 1.895, 1.321], [0.030, 1.646, 1.477], [0.941, 2.675, 1.317], [0.476, 3.942, 0.994], [1.605, 5.222, 0.761], [-0.882, 4.197, 0.854], [-1.786, 3.163, 1.027], [-3.002, 0.865, -1.030], [-3.407, -0.313, -1.929], [0.349, -3.269, 0.516], [1.982, -2.778, 0.902], [2.322, -1.585, 0.353], [3.670, -0.969, 0.568], [4.407, -1.651, 1.720], [4.317, -3.168, 1.595], [2.865, -3.613, 1.767], [1.939, 1.421, -3.717], [3.666, 1.465, -3.331], [2.804, 2.964, -3.716], [1.412, 2.684, -1.654], [3.155, 2.778, -1.255], [-1.018, -0.709, -1.562], [-3.901, -2.395, -1.857], [-4.018, -2.028, 0.886], [-5.417, -2.002, -0.187], [-5.501, 0.385, -0.244], [-5.078, 0.017, 1.440], [0.349, 0.643, 1.713], [1.999, 2.498, 1.432], [-1.221, 5.192, 0.613], [-2.847, 3.326, 0.930], [-3.359, 1.799, -1.485], [-1.919, 0.949, -0.933], [-2.714, -0.388, -2.768], [-4.396, -0.111, -2.347], [3.563, 0.097, 0.769], [4.251, -1.063, -0.355], [5.451, -1.333, 1.723], [3.959, -1.346, 2.668], [4.944, -3.650, 2.347], [4.676, -3.471, 0.609], [2.749, -4.667, 1.509], [2.565, -3.499, 2.814]], "atomic_forces_ev_per_a": [[-0.1, -0.1, 0.4], [-0.1, 0.5, -0.4], [0.0, -0.4, 0.1], [-0.3, 0.1, -0.2], [0.2, 0.1, -0.1], [-0.3, -0.4, 0.0], [0.3, 0.1, -0.1], [0.1, 0.2, -0.3], [-0.3, -0.1, -0.6], [-0.3, -0.1, 0.0], [0.0, -0.1, 0.0], [-0.1, 0.1, 0.0], [-0.4, -0.3, 0.3], [0.8, 0.1, 0.8], [-0.1, 0.6, -0.1], [0.0, 0.1, 0.0], [-0.2, 0.1, 0.1], [-0.4, -0.4, 0.0], [0.0, -0.1, 0.0], [-0.1, 0.1, 0.0], [-0.2, -0.3, 0.1], [0.2, 0.2, 0.0], [0.0, 0.0, 0.0], [0.0, 0.1, 0.0], [0.3, 0.2, -0.5], [0.0, -0.1, 0.2], [0.8, 0.2, 0.2], [-0.3, 0.2, -0.2], [0.0, -0.2, 0.0], [0.1, 0.0, 0.2], [0.1, -0.1, -0.3], [-0.1, 0.1, 0.2], [0.1, -0.1, 0.0], [0.0, 0.0, -0.1], [0.1, 0.0, -0.1], [0.0, 0.1, -0.1], [0.2, 0.0, 0.1], [-0.1, -0.1, 0.0], [-0.1, -0.2, 0.1], [0.1, 0.1, 0.1], [-0.1, -0.1, 0.0], [0.0, 0.0, 0.0], [0.1, 0.0, 0.1], [-0.2, 0.0, -0.1], [0.1, -0.1, 0.0], [0.1, 0.0, 0.0], [0.0, 0.1, 0.0], [-0.1, 0.1, 0.0], [0.1, -0.1, 0.0], [-0.1, 0.1, -0.3], [0.0, 0.1, -0.1], [0.1, 0.0, -0.1], [0.1, 0.0, 0.0], [0.1, 0.1, 0.0], [0.0, 0.0, 0.1], [0.0, 0.0, 0.1], [0.0, -0.1, 0.0], [0.1, -0.1, -0.1], [0.0, 0.0, 0.1], [0.0, -0.1, 0.0]]}


Entry 6:
{"formula": "C4H7NO2", "method": "wB97M-V/def2-TZVPD", "de_lowest_kj_mol": 47.9, "max_force_ev_per_a": 0.44, "e_homo_ev": -10.02, "smiles": "C[C@@H](C=O)C(N)=O", "elements": ["C", "C", "C", "O", "C", "N", "O", "H", "H", "H", "H", "H", "H", "H"], "positions_angstrom": [[0.922, 1.282, 0.667], [0.344, 0.147, -0.174], [1.126, -1.148, 0.034], [2.322, -1.175, 0.168], [-1.124, -0.115, 0.137], [-1.858, -0.561, -0.920], [-1.587, 0.007, 1.255], [0.798, 1.059, 1.729], [1.985, 1.407, 0.451], [0.400, 2.219, 0.457], [0.456, 0.391, -1.242], [0.524, -2.085, 0.052], [-1.478, -0.648, -1.849], [-2.831, -0.779, -0.764]], "atomic_forces_ev_per_a": [[0.0, 0.1, 0.1], [0.0, 0.1, 0.0], [0.3, 0.0, 0.1], [-0.4, 0.0, 0.0], [0.0, 0.0, 0.1], [-0.1, 0.0, 0.0], [0.1, 0.0, -0.4], [0.0, 0.0, -0.1], [-0.2, 0.0, 0.0], [0.1, -0.1, 0.0], [0.0, -0.1, 0.1], [0.1, 0.1, 0.0], [-0.1, 0.1, 0.2], [0.1, 0.0, 0.0]]}